Formula: C30H78N3O18P5S
Source: the Open Molecules 2025 dataset
Level of theory: wB97M-V/def2-TZVPD

```
135
Properties=species:S:1:pos:R:3:forces:R:3
C -8.941949 -0.998142 0.126135 -0.4 0.9 -0.2
O -8.721359 -2.185699 -0.713703 -0.2 -0.6 2.5
C -8.612996 -3.407788 0.098470 -0.3 -1.3 0.5
C -7.060798 -3.740390 0.600822 -0.4 0.5 -2.4
C -6.203599 -4.011719 -0.796336 -0.2 -0.6 0.3
C -4.679179 -3.409182 -0.768285 0.0 -1.4 -1.2
N -3.809939 -4.325183 0.085760 -0.4 1.6 -0.4
N -4.573788 -1.941555 -0.416905 -0.9 -0.8 1.3
N -4.149695 -3.536802 -2.211978 0.9 -0.2 1.6
O -7.147965 -4.969478 1.404444 1.3 2.0 1.5
C -6.536764 -4.816642 2.733769 0.5 -1.5 0.4
P -7.389306 -3.453164 3.822549 0.2 -0.4 -0.6
S -9.324986 -3.640908 3.919038 0.4 0.1 0.0
H -9.322108 -1.236607 1.219749 1.0 0.2 -2.2
H -9.820762 -0.384554 -0.387746 2.1 -1.1 1.0
H -7.935834 -0.364232 0.137291 -2.2 -1.2 0.2
H -8.929299 -4.349059 -0.562672 0.8 2.2 1.2
H -9.378470 -3.411018 1.009150 1.8 0.2 -1.8
H -6.537107 -2.836031 1.128079 -1.2 -1.7 -0.6
H -6.749469 -3.574706 -1.740254 1.0 -0.6 2.1
H -6.195536 -5.196515 -0.934173 0.3 2.6 0.3
H -3.850195 -4.066399 1.096800 0.4 -0.2 -1.2
H -2.843456 -4.280463 -0.306375 -1.0 0.2 0.9
H -5.456480 -1.440790 -0.659641 0.9 -0.7 0.0
H -4.490036 -1.830099 0.634301 -0.1 -0.3 -1.7
H -3.300890 -2.914842 -2.276981 -1.2 -0.8 0.2
H -3.778307 -4.520118 -2.332357 -0.7 1.4 0.2
H -6.729947 -5.841641 3.313980 0.2 2.3 -1.3
H -5.354380 -4.702018 2.712880 -2.3 0.1 -0.2
H -6.948582 -2.182217 3.231561 -0.1 -1.0 0.7
H -6.741654 -3.558660 5.129860 -0.1 0.2 -1.2
O -0.825405 -0.893858 2.112211 -3.8 2.2 1.7
P -0.741176 0.612516 1.764395 8.6 -1.4 -4.4
O -0.524292 0.337802 0.147270 -0.8 -0.1 0.1
C -1.665561 0.004597 -0.622694 -0.3 -0.2 -0.5
C -2.535803 1.220219 -0.866358 -0.2 0.2 -0.1
O 0.857065 0.716971 2.224556 -1.0 0.7 0.8
C 1.342514 -0.065799 3.306869 0.3 -0.5 0.1
C 2.070245 -1.288470 2.774588 0.2 -0.1 -0.1
O -0.647062 2.295670 1.375761 -3.4 -1.0 1.8
C 0.552245 2.988359 1.044908 1.0 0.6 0.2
C 1.243500 2.512418 -0.220867 0.0 -0.5 -0.1
H -2.233893 -0.792446 -0.132932 0.1 0.0 -0.1
H -1.307261 -0.385552 -1.581066 0.1 0.0 0.2
H -2.965167 1.585265 0.072920 0.0 0.0 0.0
H -3.356217 0.981485 -1.548771 0.1 0.0 0.1
H -1.949213 2.042018 -1.292112 -0.1 -0.2 0.1
H 0.531136 -0.340601 3.991059 0.2 0.0 -0.2
H 2.041024 0.552163 3.879011 -0.1 0.1 -0.1
H 1.479324 -1.830192 2.033416 -0.1 0.1 0.2
H 2.326067 -1.974646 3.587086 0.0 0.1 -0.1
H 2.994976 -0.986678 2.270352 -0.1 0.0 0.1
H 1.237529 2.995185 1.898349 -0.1 -0.2 -0.2
H 0.258833 4.033117 0.892244 -0.3 -0.2 0.1
H 1.683069 1.519721 -0.092680 -0.1 0.1 0.0
H 2.053890 3.197679 -0.490669 -0.2 0.1 0.2
H 0.540468 2.461919 -1.058534 0.1 0.1 0.1
O 0.218071 -4.649102 -2.448012 1.0 3.6 -2.9
P 1.744757 -4.391914 -2.465788 1.3 -7.0 6.7
O 2.115240 -5.966273 -2.814694 -0.3 0.3 -0.9
C 1.956166 -6.398664 -4.154133 0.1 -0.5 -0.4
C 3.062197 -5.860723 -5.038298 0.2 0.1 -0.1
O 1.862245 -4.461622 -0.804953 0.2 1.3 -0.7
C 0.799060 -3.983755 0.008108 -0.5 -0.1 0.3
C -0.043750 -5.150263 0.494697 0.0 -0.2 0.2
O 3.450607 -4.104543 -2.485651 -2.0 2.3 -2.6
C 4.354721 -4.503201 -1.460335 0.6 0.1 1.0
C 4.466711 -6.002642 -1.246627 -0.4 -0.2 0.0
H 0.972690 -6.103736 -4.533529 0.0 -0.1 0.0
H 1.993744 -7.493021 -4.147999 -0.1 0.1 0.2
H 3.000037 -4.770026 -5.118102 0.0 -0.1 -0.1
H 2.996221 -6.282750 -6.044926 0.0 0.0 0.1
H 4.047013 -6.096482 -4.619653 -0.2 0.0 -0.1
H 0.195858 -3.240613 -0.526547 0.1 -0.2 0.1
H 1.240641 -3.471112 0.867959 0.1 -0.1 -0.2
H -0.339731 -5.813726 -0.320287 0.0 0.2 -0.1
H -0.945694 -4.795244 1.001543 0.1 0.0 0.0
H 0.531383 -5.763323 1.197435 -0.1 0.1 0.0
H 4.127620 -3.980303 -0.525978 -0.1 -0.2 -0.1
H 5.338721 -4.136329 -1.773489 -0.3 0.1 -0.3
H 3.557222 -6.416954 -0.803594 0.1 0.1 -0.1
H 5.294864 -6.227693 -0.566463 0.0 0.2 -0.1
H 4.645615 -6.523207 -2.192933 0.0 0.1 0.2
O 6.785324 -1.019199 2.544535 -3.8 2.3 1.7
P 6.869552 0.487174 2.196719 8.6 -1.4 -4.3
O 7.086436 0.212460 0.579595 -0.9 -0.1 0.0
C 5.945168 -0.120745 -0.190370 -0.2 -0.1 -0.5
C 5.074926 1.094878 -0.434034 -0.1 0.2 0.0
O 8.467795 0.591630 2.656881 -1.0 0.7 0.8
C 8.953243 -0.191141 3.739192 0.3 -0.5 0.1
C 9.680973 -1.413812 3.206912 0.2 -0.1 -0.1
O 6.963666 2.170329 1.808085 -3.4 -1.0 1.8
C 8.162975 2.863018 1.477232 0.9 0.6 0.2
C 8.854229 2.387077 0.211457 0.0 -0.5 -0.1
H 5.376835 -0.917788 0.299392 0.0 0.0 0.0
H 6.303468 -0.510893 -1.148741 0.1 0.0 0.2
H 4.645563 1.459922 0.505244 -0.1 0.0 -0.1
H 4.254512 0.856144 -1.116448 0.0 0.0 0.1
H 5.661517 1.916677 -0.859788 -0.1 -0.2 0.1
H 8.141865 -0.465943 4.423383 0.2 -0.1 -0.2
H 9.651753 0.426822 4.311334 -0.1 0.1 -0.1
H 9.090053 -1.955534 2.465740 -0.2 0.1 0.2
H 9.936796 -2.099987 4.019409 0.0 0.1 -0.1
H 10.605705 -1.112019 2.702676 -0.1 0.0 0.1
H 8.848257 2.869843 2.330672 -0.1 -0.2 -0.2
H 7.869563 3.907775 1.324568 -0.4 -0.2 0.1
H 9.293798 1.394380 0.339644 -0.1 0.1 0.0
H 9.664619 3.072337 -0.058346 -0.2 0.1 0.2
H 8.151197 2.336578 -0.626210 0.1 0.1 0.1
O -4.033783 6.408466 -2.104433 2.5 -4.0 -0.8
P -2.544161 6.619469 -1.738733 -1.9 9.2 2.2
O -2.884307 7.177144 -0.218569 -0.1 -0.9 0.2
C -3.214507 6.222368 0.774273 -0.1 0.0 0.6
C -1.985445 5.469856 1.240709 0.1 -0.1 0.0
O -2.466389 8.079948 -2.537476 0.8 -1.1 -0.5
C -3.221547 8.287865 -3.723351 -0.5 0.2 -0.2
C -4.482460 9.071919 -3.402108 -0.1 0.2 0.0
O -0.879725 6.855234 -1.330117 -0.8 -3.7 -1.0
C -0.232713 8.121284 -1.251913 0.6 0.9 -0.4
C -0.773818 9.057115 -0.185158 -0.5 0.0 0.0
H -3.977094 5.532852 0.398541 0.0 0.0 0.0
H -3.649459 6.768958 1.617554 0.0 0.1 -0.2
H -1.574337 4.857316 0.430994 -0.1 0.0 0.1
H -2.226787 4.811895 2.080115 0.0 0.0 -0.1
H -1.196259 6.163950 1.550753 -0.2 -0.1 0.0
H -3.448625 7.336786 -4.219186 -0.1 0.2 0.2
H -2.602129 8.864429 -4.416918 0.1 0.0 0.2
H -5.034903 8.640079 -2.565264 0.1 -0.2 -0.2
H -5.144839 9.118700 -4.271302 0.1 0.0 0.1
H -4.224856 10.094848 -3.105939 0.0 -0.1 -0.1
H -0.213024 8.601819 -2.235132 -0.2 -0.1 0.2
H 0.813297 7.905150 -1.006835 -0.2 -0.4 0.0
H -1.772715 9.422930 -0.437123 0.1 -0.1 0.0
H -0.121362 9.930329 -0.080713 0.1 -0.2 -0.1
H -0.836067 8.554289 0.785296 0.1 0.1 -0.2
```
Forces are in eV/Å.

highest occupied orbital energy = -8.956 eV
frontier orbital gap = 6.508 eV
SMILES = COC[C@H](CC(N)(N)N)OC[PH2]=S.CCOP(=O)(OCC)OCC.CCOP(=O)(OCC)OCC.CCOP(=O)(OCC)OCC.CCOP(=O)(OCC)OCC
LUMO = -0.090 Ha

Formula: C4H12N2S
Source: the Open Molecules 2025 dataset
Level of theory: wB97M-V/def2-TZVPD

```
19
Properties=species:S:1:pos:R:3:forces:R:3
N 0.281867 1.278286 0.903955 1.2 0.8 -0.9
C 0.145514 0.241537 -0.108840 -2.8 0.6 0.2
C 1.222642 -0.767218 -0.301977 1.4 -0.8 0.8
S 2.864239 -0.022661 -0.738731 -0.9 0.0 -1.1
C -1.254450 -0.492730 0.012376 1.6 0.6 -0.2
N -2.408375 0.392126 0.239581 0.1 -1.2 -0.4
C -3.561890 -0.483842 0.571609 -1.4 2.3 -0.2
H -0.221735 1.290901 1.776036 -0.4 -0.9 -0.2
H 0.058925 2.141474 0.422824 0.2 0.1 0.5
H 0.082993 0.759472 -1.058235 0.1 0.4 -0.3
H 1.452062 -1.338576 0.603143 -0.3 0.0 0.0
H 0.894495 -1.509020 -1.052487 0.4 0.5 0.1
H 3.542657 -0.303343 0.347375 0.1 -0.2 0.7
H -1.096093 -1.115851 0.889948 -0.5 -0.4 0.1
H -1.325123 -1.113825 -0.897691 -0.4 -0.1 0.3
H -2.665716 0.810869 -0.661252 0.4 0.1 0.5
H -3.926309 -0.992263 -0.332172 0.3 -0.7 0.5
H -4.431129 0.207090 0.838119 1.0 -0.9 0.0
H -3.338579 -1.097176 1.443672 -0.1 -0.2 -0.4
```
Forces are in eV/Å.

highest occupied orbital energy = -8.880 eV
frontier orbital gap = 9.829 eV
SMILES = CNC[C@@H](N)CS
LUMO = 0.035 Ha

Formula: C22H24O5
Source: the Open Molecules 2025 dataset
Level of theory: wB97M-V/def2-TZVPD

```
51
Properties=species:S:1:pos:R:3:forces:R:3
C -6.048888 -0.660236 0.078302 0.0 -0.2 0.1
C -5.673398 -1.933538 0.825740 0.4 0.1 -0.2
C -4.378433 -2.544954 0.296742 -0.5 -0.3 -0.1
H -4.181226 -3.505363 0.781644 0.0 0.1 -0.1
H -4.429948 -2.682177 -0.788112 0.0 -0.1 0.2
O -3.262916 -1.706185 0.600307 -0.1 0.0 0.4
C -2.637638 -1.094937 -0.406664 0.5 0.1 -0.3
O -2.924274 -1.228466 -1.568582 -0.1 0.0 0.0
C -1.521227 -0.217846 0.122266 -0.1 -0.2 0.1
H -0.940422 -0.805587 0.840068 -0.1 0.0 -0.1
C -0.613103 0.276318 -1.006874 0.1 0.0 -0.2
C 0.786145 -0.271686 -0.876181 -0.4 -0.2 0.1
O 1.213343 -0.923729 0.041873 0.2 -0.1 0.0
O 1.530875 0.045558 -1.946052 0.1 0.2 -0.3
C 2.887166 -0.355145 -1.855476 -0.1 0.0 0.2
H 2.955001 -1.441258 -1.752582 0.0 0.2 -0.1
C 3.585732 0.356744 -0.694557 -0.3 -0.2 -0.2
O 3.183330 1.421217 -0.292242 0.1 0.0 -0.1
C 4.804789 -0.291198 -0.161247 0.4 0.1 0.3
C 5.862730 0.536072 0.216595 -0.1 0.0 -0.1
C 7.028976 -0.005673 0.720795 0.0 0.0 0.0
C 7.142369 -1.377883 0.877577 0.0 0.0 0.0
C 6.083471 -2.203319 0.535689 0.1 -0.1 0.0
C 4.920154 -1.668183 0.012922 -0.1 0.1 -0.1
H 4.088750 -2.318608 -0.209742 -0.1 -0.1 -0.1
H 6.163462 -3.270455 0.680042 0.0 -0.1 0.0
H 8.050847 -1.803217 1.277399 0.1 0.0 0.0
H 7.847541 0.641085 0.998998 0.1 0.1 0.0
H 5.754045 1.603775 0.097880 0.0 0.1 0.0
H 3.358832 -0.043970 -2.791133 0.0 -0.1 0.1
H -1.013486 -0.051383 -1.972500 0.1 0.0 0.1
C -0.569404 1.835664 -1.000275 0.1 -0.1 -0.1
C -1.990113 2.283751 -1.127118 -0.1 0.0 -0.1
C -2.792204 1.858658 -0.160991 -0.2 0.0 0.0
C -2.126729 1.006635 0.873649 0.0 -0.1 0.0
C -0.923036 1.737271 1.458144 0.0 0.1 0.1
C -0.734155 3.207637 1.237449 0.1 0.2 0.2
C -0.015868 2.222196 0.366603 0.1 0.2 0.0
H 1.057102 2.133023 0.459966 0.0 0.0 0.1
H -1.544383 3.787913 0.825402 -0.1 0.0 0.0
H -0.141396 3.740734 1.965503 0.1 0.0 0.1
H -0.512548 1.286227 2.350779 0.1 0.0 0.0
H -2.812858 0.665162 1.650366 0.0 0.0 -0.1
H -3.843088 2.089547 -0.096488 -0.2 0.1 -0.1
H -2.302636 2.896182 -1.956094 -0.1 0.1 -0.1
H 0.064776 2.193791 -1.811284 -0.1 0.0 0.1
H -6.465274 -2.676647 0.718025 0.0 -0.1 0.1
H -5.549489 -1.717221 1.888565 -0.1 -0.1 0.1
H -6.177844 -0.864546 -0.982122 0.0 0.0 -0.1
H -5.267197 0.087494 0.187181 0.0 0.1 0.0
H -6.976249 -0.249244 0.469824 -0.1 0.1 0.0
```
Forces are in eV/Å.

highest occupied orbital energy = -9.357 eV
frontier orbital gap = 9.684 eV
SMILES = CCCOC(=O)[C@@H]1[C@@H]2C=C[C@@H]([C@H]3C[C@@H]23)[C@H]1C(=O)OCC(=O)c1ccccc1
LUMO = 0.012 Ha

Formula: C5H7N
Source: the Open Molecules 2025 dataset
Level of theory: wB97M-V/def2-TZVPD

```
13
Properties=species:S:1:pos:R:3:forces:R:3
C 0.915239 -0.097388 -0.278948 -5.1 2.3 0.0
C -0.326287 0.375358 -0.109823 1.8 2.6 -0.1
C 1.915027 -0.765857 -0.616355 3.5 -2.0 -0.4
C -1.217125 -1.589127 0.592831 1.2 0.9 -0.2
C -0.572130 1.918521 0.003156 -0.2 -0.4 -0.1
N -1.395213 -0.454548 0.014707 -0.8 -2.5 1.2
H 2.546611 -0.916690 0.268031 0.6 -0.6 -0.7
H 2.160893 -1.197791 -1.615070 -0.1 0.6 0.9
H -2.030171 -2.276620 0.615572 -0.5 -0.5 0.1
H -0.210919 -1.926197 1.032316 -1.4 0.6 -0.5
H -0.328131 2.236412 1.036761 0.0 -0.1 -0.6
H -1.596276 2.359367 -0.233643 1.2 -1.3 0.2
H 0.138485 2.334558 -0.709532 0.0 0.5 0.3
```
Forces are in eV/Å.

highest occupied orbital energy = -8.567 eV
frontier orbital gap = 9.367 eV
SMILES = C=C=C(C)N=C
LUMO = 0.029 Ha